The following is a quantum chemistry calculation of a cluster of 13 separate species, C69H189F3N30O19P10 in total, from the OMol25 dataset.

Last column: Löwdin charge in e.
Atoms and positions in Å:
C1 -5.711 -4.000 -1.524  -0.034
C2 -4.169 -3.958 -1.450  -0.309
O1 -3.933 -4.397 -0.150  0.089
C3 -4.902 -5.354 0.104  -0.492
O2 -4.956 -6.094 1.081  0.142
O3 -5.826 -5.255 -0.867  0.056
F1 -3.763 -2.650 -1.607  0.043
H1 -5.904 -4.055 -2.596  0.140
H2 -6.229 -3.183 -1.022  0.109
H3 -3.609 -4.602 -2.127  0.163
C4 -4.184 4.602 -1.402  -0.052
C5 -4.332 4.730 0.136  -0.314
O4 -2.986 5.067 0.492  0.077
C6 -2.460 5.781 -0.643  -0.451
O5 -1.432 6.471 -0.669  0.118
O6 -3.321 5.692 -1.647  0.059
F2 -4.663 3.559 0.653  0.092
H4 -5.115 4.852 -1.911  0.141
H5 -3.799 3.641 -1.743  0.119
H6 -5.094 5.457 0.416  0.173
C7 0.418 2.541 -0.383  -0.071
C8 0.485 1.132 -0.816  -0.394
O7 -0.819 0.653 -0.860  0.168
C9 -1.627 1.674 -0.875  -0.525
O8 -2.837 1.537 -0.974  0.124
O9 -0.947 2.799 -0.515  0.051
F3 1.202 0.386 -0.010  0.109
H7 1.120 3.019 -1.066  0.144
H8 0.645 2.500 0.682  0.130
H9 1.004 1.075 -1.773  0.125
O10 4.580 -4.680 5.673  -0.280
P1 3.888 -4.612 4.387  0.566
N1 4.722 -3.843 3.180  -0.294
C10 4.191 -2.790 2.338  -0.103
C11 6.066 -4.368 2.819  -0.082
N2 2.389 -3.816 4.551  -0.295
C12 2.314 -2.599 5.328  -0.114
C13 1.231 -3.884 3.664  -0.114
N3 3.518 -6.232 3.745  -0.292
C14 3.559 -7.392 4.623  -0.117
C15 3.379 -6.438 2.345  -0.162
H10 5.041 -2.242 1.932  0.068
H11 3.632 -2.138 3.009  0.060
H12 3.662 -3.164 1.461  0.071
H13 6.794 -3.656 2.431  0.074
H14 5.946 -5.164 2.084  0.066
H15 6.524 -4.863 3.676  0.077
H16 3.232 -2.033 5.171  0.056
H17 1.474 -1.956 5.063  0.068
H18 2.231 -2.948 6.357  0.091
H19 1.453 -3.333 2.751  0.057
H20 1.035 -4.929 3.424  0.080
H21 0.345 -3.386 4.057  0.076
H22 4.559 -7.714 4.914  0.074
H23 2.994 -7.144 5.522  0.076
H24 3.052 -8.243 4.169  0.075
H25 2.506 -7.033 2.078  0.079
H26 4.237 -6.864 1.827  0.075
H27 3.255 -5.458 1.883  0.051
O11 -4.394 -0.262 6.301  -0.291
P2 -3.789 -0.721 5.039  0.637
N4 -4.101 -2.418 4.738  -0.301
C16 -4.945 -3.311 5.572  -0.096
C17 -3.559 -3.020 3.547  -0.139
N5 -2.029 -0.694 5.088  -0.293
C18 -1.349 0.544 4.753  -0.134
C19 -1.577 -1.342 6.319  -0.126
N6 -4.273 0.141 3.615  -0.281
C20 -4.877 1.444 3.813  -0.126
C21 -3.877 -0.179 2.183  -0.071
H28 -5.203 -4.241 5.066  0.074
H29 -5.861 -2.792 5.855  0.071
H30 -4.448 -3.586 6.502  0.070
H31 -3.497 -4.094 3.718  0.089
H32 -2.601 -2.524 3.391  0.058
H33 -4.109 -2.718 2.655  0.043
H34 -1.686 1.068 3.858  0.059
H35 -1.334 1.273 5.563  0.069
H36 -0.292 0.302 4.646  0.064
H37 -2.020 -0.848 7.183  0.072
H38 -1.978 -2.355 6.363  0.075
H39 -0.501 -1.262 6.468  0.071
H40 -5.556 1.627 2.980  0.075
H41 -5.488 1.476 4.716  0.073
H42 -4.080 2.178 3.937  0.067
H43 -4.543 -0.926 1.751  0.051
H44 -2.826 -0.410 2.014  0.082
H45 -4.266 0.665 1.613  0.062
O12 -10.884 -2.235 -0.067  -0.299
P3 -9.579 -1.862 0.535  0.586
N7 -8.675 -3.173 1.037  -0.290
C22 -8.891 -4.550 0.507  -0.068
C23 -7.431 -2.984 1.872  -0.076
N8 -9.745 -0.744 1.852  -0.312
C24 -10.194 0.597 1.626  -0.134
C25 -10.249 -1.357 3.098  -0.119
N9 -8.535 -1.027 -0.586  -0.309
C26 -8.792 -0.961 -2.047  -0.089
C27 -7.240 -0.575 -0.204  -0.143
H46 -8.437 -5.247 1.211  0.083
H47 -8.421 -4.673 -0.469  0.064
H48 -9.960 -4.663 0.326  0.076
H49 -7.560 -2.113 2.515  0.077
H50 -6.560 -2.903 1.222  0.040
H51 -7.220 -3.946 2.338  0.078
H52 -11.280 0.687 1.631  0.084
H53 -9.721 1.244 2.364  0.084
H54 -9.906 0.921 0.626  0.074
H55 -10.313 -2.445 3.086  0.077
H56 -9.712 -0.993 3.974  0.079
H57 -11.293 -1.087 3.259  0.076
H58 -9.720 -1.416 -2.394  0.079
H59 -8.736 0.077 -2.375  0.075
H60 -7.975 -1.484 -2.543  0.056
H61 -7.181 -0.217 0.824  0.078
H62 -6.775 0.063 -0.956  0.090
H63 -6.630 -1.479 -0.225  0.031
O13 1.298 2.007 3.157  -0.266
P4 1.120 3.296 3.816  0.574
N10 -0.185 4.235 3.151  -0.264
C28 -1.543 3.923 3.539  -0.146
C29 -0.153 4.982 1.881  -0.111
N11 2.399 4.416 3.843  -0.292
C30 3.598 4.063 3.058  -0.101
C31 2.332 5.747 4.349  -0.113
N12 0.848 3.217 5.472  -0.296
C32 0.291 4.268 6.300  -0.124
C33 1.471 2.093 6.209  -0.092
H64 -1.736 3.647 4.576  0.065
H65 -1.983 3.144 2.916  0.068
H66 -2.214 4.780 3.510  0.087
H67 -0.601 5.975 1.836  0.077
H68 -0.741 4.481 1.112  0.043
H69 0.863 5.111 1.508  0.084
H70 3.468 3.789 2.011  0.063
H71 4.279 4.908 2.965  0.077
H72 4.193 3.212 3.389  0.043
H73 2.541 5.647 5.414  0.078
H74 2.883 6.500 3.785  0.087
H75 1.298 6.007 4.120  0.065
H76 -0.149 5.081 5.722  0.073
H77 -0.480 3.807 6.917  0.086
H78 1.093 4.728 6.877  0.076
H79 2.278 1.582 5.684  0.068
H80 0.707 1.457 6.658  0.065
H81 1.949 2.416 7.134  0.073
O14 -6.675 -3.373 -7.111  -0.292
P5 -5.226 -3.057 -7.144  0.604
N13 -4.290 -4.306 -7.756  -0.319
C34 -3.156 -4.219 -8.609  -0.138
C35 -4.530 -5.701 -7.406  -0.090
N14 -4.469 -2.680 -5.633  -0.284
C36 -3.403 -3.500 -5.067  -0.119
C37 -5.190 -1.794 -4.748  -0.116
N15 -4.945 -1.647 -8.132  -0.305
C38 -3.727 -0.901 -7.970  -0.128
C39 -5.832 -1.301 -9.240  -0.111
H82 -3.211 -5.047 -9.315  0.087
H83 -2.210 -4.274 -8.069  0.079
H84 -3.194 -3.293 -9.183  0.072
H85 -4.482 -5.723 -6.318  0.059
H86 -3.741 -6.307 -7.852  0.084
H87 -5.532 -6.082 -7.606  0.087
H88 -2.974 -2.968 -4.218  0.064
H89 -3.728 -4.515 -4.838  0.064
H90 -2.635 -3.644 -5.827  0.067
H91 -4.714 -1.876 -3.771  0.061
H92 -5.031 -0.741 -4.976  0.073
H93 -6.250 -2.042 -4.691  0.076
H94 -2.935 -1.650 -7.975  0.051
H95 -3.637 -0.223 -8.818  0.086
H96 -3.756 -0.375 -7.015  0.060
H97 -6.349 -2.182 -9.621  0.076
H98 -5.369 -0.787 -10.082  0.076
H99 -6.637 -0.646 -8.907  0.076
O15 1.327 1.931 -3.897  -0.308
P6 0.309 1.984 -5.030  0.655
N16 0.876 2.683 -6.442  -0.329
C40 1.814 3.771 -6.247  -0.097
C41 0.196 2.698 -7.700  -0.115
N17 -1.051 3.006 -4.688  -0.285
C42 -0.979 4.092 -3.704  -0.076
C43 -2.274 2.922 -5.551  -0.097
N18 -0.295 0.414 -5.392  -0.301
C44 0.414 -0.443 -6.270  -0.146
C45 -1.253 -0.300 -4.511  -0.067
H100 2.734 3.415 -5.782  0.078
H101 1.357 4.591 -5.692  0.071
H102 2.021 4.258 -7.201  0.086
H103 -0.230 1.720 -7.925  0.078
H104 0.936 2.793 -8.495  0.087
H105 -0.432 3.589 -7.686  0.081
H106 -0.426 3.735 -2.835  0.061
H107 -0.423 4.895 -4.188  0.075
H108 -1.998 4.356 -3.421  0.073
H109 -2.317 1.993 -6.120  0.057
H110 -3.231 3.121 -5.070  0.080
H111 -2.098 3.642 -6.350  0.059
H112 1.242 0.129 -6.689  0.071
H113 0.943 -1.239 -5.747  0.076
H114 -0.324 -0.777 -7.000  0.083
H115 -1.623 -1.227 -4.950  0.064
H116 -2.116 0.328 -4.293  0.075
H117 -0.738 -0.597 -3.597  0.065
O16 6.731 0.662 -3.573  -0.294
P7 5.614 0.223 -2.720  0.632
N19 4.221 -0.307 -3.665  -0.273
C46 3.996 0.374 -4.949  -0.106
C47 3.003 -0.744 -2.986  -0.121
N20 4.938 1.454 -1.748  -0.291
C48 4.651 2.758 -2.229  -0.132
C49 4.399 1.145 -0.424  -0.107
N21 6.123 -1.091 -1.713  -0.288
C50 5.458 -2.378 -1.562  -0.117
C51 7.201 -0.861 -0.740  -0.097
H118 3.552 1.327 -4.661  0.037
H119 3.155 -0.111 -5.445  0.056
H120 4.920 0.490 -5.515  0.082
H121 2.106 -0.674 -3.602  0.062
H122 2.810 -0.106 -2.124  0.052
H123 3.101 -1.773 -2.641  0.048
H124 4.459 3.475 -1.430  0.081
H125 5.517 2.959 -2.860  0.082
H126 3.822 2.875 -2.926  0.060
H127 4.213 0.090 -0.220  0.072
H128 5.096 1.449 0.358  0.057
H129 3.516 1.750 -0.217  0.071
H130 6.137 -3.129 -1.159  0.086
H131 4.540 -2.223 -0.995  0.057
H132 5.107 -2.749 -2.525  0.068
H133 7.980 -0.199 -1.117  0.085
H134 7.618 -1.785 -0.340  0.078
H135 6.747 -0.377 0.125  0.044
O17 2.251 -5.029 -0.714  -0.301
P8 0.930 -5.319 -1.328  0.643
N22 0.935 -5.371 -3.008  -0.303
C52 -0.335 -5.491 -3.747  -0.090
C53 2.098 -4.741 -3.703  -0.084
N23 -0.303 -4.148 -0.860  -0.263
C54 -0.725 -4.218 0.552  -0.115
C55 -0.107 -2.727 -1.296  -0.097
N24 0.159 -6.891 -0.851  -0.285
C56 -1.283 -7.199 -0.956  -0.132
C57 1.055 -8.049 -1.136  -0.119
H136 -0.244 -6.116 -4.635  0.088
H137 -0.687 -4.466 -3.865  0.064
H138 -1.021 -6.088 -3.146  0.043
H139 2.338 -5.291 -4.613  0.079
H140 2.991 -4.679 -3.080  0.067
H141 1.799 -3.734 -3.996  0.060
H142 0.002 -3.885 1.293  0.055
H143 -1.622 -3.602 0.621  0.069
H144 -0.948 -5.251 0.817  0.067
H145 0.921 -2.389 -1.164  0.068
H146 -0.323 -2.604 -2.358  0.051
H147 -0.634 -1.911 -0.802  0.071
H148 -1.941 -6.380 -0.663  0.056
H149 -1.523 -7.586 -1.946  0.063
H150 -1.486 -8.070 -0.334  0.084
H151 0.895 -8.362 -2.168  0.070
H152 0.859 -8.911 -0.498  0.077
H153 2.098 -7.767 -0.996  0.070
O18 8.707 1.516 5.475  -0.319
P9 7.428 0.756 5.679  0.613
N25 6.559 1.207 7.052  -0.317
C58 5.867 2.564 6.974  -0.069
C59 7.250 0.986 8.312  -0.138
N26 7.618 -0.963 5.846  -0.292
C60 8.669 -1.662 4.965  -0.061
C61 6.486 -1.744 6.266  -0.154
N27 6.317 0.958 4.299  -0.280
C62 6.751 0.943 2.858  -0.093
C63 4.925 0.482 4.366  -0.136
H154 5.001 2.529 7.635  0.073
H155 5.650 2.848 5.944  0.065
H156 6.601 3.258 7.383  0.076
H157 8.132 1.623 8.369  0.080
H158 7.755 0.023 8.396  0.075
H159 6.598 1.042 9.184  0.086
H160 8.478 -1.359 3.935  0.056
H161 9.710 -1.490 5.238  0.072
H162 8.549 -2.744 5.004  0.069
H163 5.886 -2.074 5.418  0.051
H164 6.814 -2.658 6.762  0.084
H165 5.808 -1.210 6.932  0.073
H166 6.760 -0.081 2.483  0.055
H167 5.958 1.481 2.338  0.049
H168 7.687 1.480 2.705  0.086
H169 4.790 -0.455 3.825  0.053
H170 4.317 1.197 3.812  0.052
H171 4.557 0.493 5.392  0.068
O19 4.266 6.280 0.122  -0.327
P10 4.027 7.466 -0.804  0.612
N28 4.528 8.946 -0.077  -0.284
C64 5.051 8.970 1.319  -0.117
C65 4.130 10.304 -0.564  -0.122
N29 2.329 7.722 -1.091  -0.308
C66 1.517 8.231 0.051  -0.092
C67 1.551 6.914 -2.025  -0.112
N30 4.736 7.409 -2.320  -0.303
C68 4.544 8.502 -3.346  -0.073
C69 5.122 6.108 -2.852  -0.124
H172 5.418 7.977 1.578  0.064
H173 4.267 9.117 2.062  0.061
H174 5.754 9.758 1.589  0.078
H175 4.954 10.917 -0.931  0.073
H176 3.659 10.866 0.242  0.075
H177 3.386 10.228 -1.357  0.062
H178 2.159 8.464 0.900  0.068
H179 0.804 8.998 -0.251  0.085
H180 0.933 7.385 0.413  0.049
H181 1.361 5.928 -1.600  0.075
H182 0.656 7.481 -2.279  0.085
H183 2.243 6.837 -2.864  0.055
H184 4.878 9.465 -2.960  0.058
H185 5.110 8.291 -4.254  0.078
H186 3.489 8.595 -3.604  0.066
H187 4.177 5.587 -3.006  0.062
H188 5.807 5.661 -2.132  0.081
H189 5.590 6.080 -3.836  0.085

Calculated values
LUMO level = -0.01 eV
Frontier orbital gap = 7.76 eV